(1)
Here is a 20-piece molecular cluster, C120H100N20O40 overall from the OMol25 dataset. Energies are from wB97M-V/def2-TZVPD.

Last column: Mulliken charge in e.
Atoms and positions in Å:
C 0.2099 -8.2077 -6.9847  -0.553
C 0.2983 -7.2879 -5.9320  -0.950
C 0.1794 -5.9413 -6.1390  0.088
C -0.0325 -5.5532 -7.4572  -0.350
C -0.0912 -6.4638 -8.5424  -0.573
C 0.0012 -7.8184 -8.2767  -0.540
N -0.1009 -4.1316 -7.6773  1.156
O -0.1623 -3.3722 -6.7249  -0.341
O -0.0304 -3.7798 -8.8222  -0.718
H 0.3313 -9.2357 -6.6524  0.387
H 0.4646 -7.6634 -4.9351  0.518
H 0.2815 -5.3319 -5.2607  0.945
H -0.2146 -6.1092 -9.5581  0.496
H -0.1135 -8.5457 -9.0685  0.413
C 4.5729 0.1094 -2.4785  -0.594
C 4.9141 -0.2862 -3.7598  -0.225
C 6.0529 -1.0921 -3.9394  -0.535
C 6.8818 -1.2923 -2.8181  -0.233
C 6.5395 -0.7883 -1.5465  -0.355
C 5.3377 -0.1289 -1.3336  -0.109
N 8.0537 -2.1371 -2.9734  1.122
O 8.0660 -2.8733 -3.9089  -0.606
O 8.9239 -2.0216 -2.1378  -0.655
H 3.6679 0.6891 -2.3521  0.446
H 4.1982 -0.0920 -4.5471  0.337
H 6.4040 -1.5024 -4.8714  0.546
H 7.1477 -0.9890 -0.6747  0.632
H 5.0219 0.2715 -0.3836  0.388
C -1.2640 4.2766 8.0766  -0.555
C -1.0018 2.9486 8.0124  -0.324
C -0.9688 2.2432 6.8337  -0.016
C -1.2249 3.0041 5.6587  -0.274
C -1.5090 4.4031 5.7688  0.641
C -1.5126 5.0618 6.9804  -0.942
N -1.1691 2.4037 4.3872  0.949
O -1.7942 2.8745 3.4705  -0.150
O -0.5158 1.3989 4.3376  -0.209
H -1.2294 4.5890 9.1026  0.386
H -0.7622 2.5324 8.9811  0.128
H -0.8144 1.1716 6.8205  0.075
H -1.6804 4.9598 4.8626  -0.146
H -1.6802 6.1243 7.1068  0.546
C -0.9941 6.1983 -0.2907  -0.549
C -1.5500 5.6844 0.8666  -0.068
C -1.1747 6.2312 2.0938  0.635
C -0.2136 7.2318 2.0698  -0.411
C 0.3118 7.7197 0.8982  -0.499
C -0.0824 7.1934 -0.3178  -1.162
N 0.1118 7.8383 3.3676  1.068
O -0.4060 7.4180 4.3651  -0.554
O 0.9178 8.7547 3.3008  -0.651
H -1.2285 5.8018 -1.2594  0.714
H -2.3350 4.9380 0.8770  0.755
H -1.6502 5.9394 3.0206  -0.354
H 1.0102 8.5321 0.9161  0.591
H 0.2525 7.6632 -1.2408  0.519
C 6.0124 0.4407 6.6578  -0.888
C 4.9927 -0.5074 6.5497  -0.449
C 4.6366 -0.9862 5.2694  0.154
C 5.3407 -0.4781 4.1785  -0.543
C 6.3988 0.4279 4.3167  -0.347
C 6.7859 0.8206 5.5682  -0.674
N 5.0497 -0.9794 2.9085  0.960
O 3.9331 -1.4464 2.7634  -0.267
O 5.8764 -0.8720 2.0495  -0.564
H 6.3646 0.7679 7.6170  0.474
H 4.4760 -0.8390 7.4465  0.410
H 3.9360 -1.7825 5.1064  0.556
H 7.0023 0.7317 3.4792  0.746
H 7.6195 1.5016 5.6296  0.487
C -6.2172 0.2157 -6.9012  -0.541
C -6.8373 0.3856 -8.1470  -0.767
C -6.2606 1.2967 -9.0257  -0.519
C -5.1691 2.0750 -8.6190  0.266
C -4.5866 1.9240 -7.3772  -0.212
C -5.1368 0.9640 -6.5339  -0.214
N -4.5746 2.9704 -9.5390  0.989
O -4.6236 2.6621 -10.6982  -0.597
O -4.0206 3.9377 -9.0802  -0.594
H -6.5676 -0.4806 -6.1445  0.435
H -7.6441 -0.2410 -8.5097  0.403
H -6.6797 1.4122 -10.0128  0.449
H -3.7156 2.4755 -7.0483  0.600
H -4.7292 0.7784 -5.5496  0.395
C -4.3386 1.4384 0.9240  0.072
C -4.1716 0.0703 1.1463  -0.629
C -4.0485 -0.8514 0.0482  0.025
C -4.1695 -0.2813 -1.2369  -0.698
C -4.4415 1.0461 -1.4946  -0.380
C -4.6055 1.8939 -0.3792  -0.097
N -3.9794 -1.1363 -2.3329  0.931
O -4.1114 -0.6816 -3.4162  -0.497
O -3.6819 -2.3131 -2.0639  -0.604
H -4.2759 2.1351 1.7524  0.310
H -4.1399 -0.2878 2.1813  -0.019
H -3.8026 -1.9028 0.0862  0.786
H -4.6085 1.4047 -2.5088  0.277
H -4.8243 2.9195 -0.6326  0.442
C -5.0991 4.0149 3.7971  -0.185
C -6.3367 3.3335 3.7934  -0.684
C -7.1685 3.4813 2.7039  -0.746
C -6.7776 4.2865 1.6736  0.214
C -5.5842 4.9923 1.6400  -0.469
C -4.7077 4.8128 2.7162  -0.544
N -7.6363 4.4572 0.5376  1.040
O -7.1377 4.6835 -0.5262  -0.533
O -8.8356 4.3770 0.7445  -0.628
H -4.4691 3.7668 4.6483  0.414
H -6.5617 2.6444 4.6075  0.416
H -8.0810 2.9125 2.6193  0.520
H -5.3164 5.5245 0.7372  0.448
H -3.7993 5.3962 2.7103  0.641
C -3.5126 -2.5477 -6.4129  -0.330
C -3.8151 -2.9983 -7.6738  -0.997
C -3.8207 -4.3707 -7.8912  -0.522
C -3.6003 -5.1999 -6.7858  -0.295
C -3.3247 -4.7280 -5.5369  0.097
C -3.2193 -3.3651 -5.3070  0.223
N -3.7571 -6.6573 -6.9764  1.153
O -4.0634 -7.3450 -6.0252  -0.629
O -3.6098 -7.0818 -8.1201  -0.614
H -3.4920 -1.4629 -6.3168  0.460
H -4.0525 -2.3587 -8.5046  0.553
H -4.0893 -4.7911 -8.8497  0.491
H -3.1484 -5.3801 -4.6950  0.623
H -3.0053 -2.9897 -4.3070  -0.268
C -4.7023 -4.0851 3.2638  -0.730
C -4.1014 -4.9502 4.1525  -0.764
C -3.1347 -4.4418 5.0411  -0.335
C -2.8393 -3.0871 4.9725  -0.074
C -3.4754 -2.1857 4.0676  -0.065
C -4.4265 -2.7428 3.2031  -0.359
N -1.8119 -2.5555 5.8451  1.254
O -1.6593 -1.3599 5.8527  -0.635
O -1.1857 -3.3474 6.5093  -0.674
H -5.4676 -4.4421 2.5918  0.445
H -4.3727 -5.9995 4.1161  0.444
H -2.5227 -5.0500 5.7008  0.436
H -3.1827 -1.1405 4.0575  0.464
H -4.9501 -2.1197 2.4814  0.590
C 2.7694 -3.4774 -0.4104  -0.722
C 3.2947 -3.4617 -1.6910  1.003
C 4.5446 -4.0514 -1.8466  -0.741
C 5.1657 -4.5999 -0.6964  -0.681
C 4.5927 -4.6895 0.5392  -0.942
C 3.3378 -4.1718 0.6399  -0.426
N 6.5100 -5.2170 -0.8815  1.130
O 6.9965 -5.2181 -1.9930  -0.623
O 7.0322 -5.7181 0.1014  -0.669
H 1.8177 -3.0120 -0.1978  0.792
H 2.7917 -2.9956 -2.5283  0.204
H 5.0048 -4.1427 -2.8089  0.747
H 5.0361 -5.1563 1.4020  0.630
H 2.8391 -4.2249 1.5969  0.366
C 2.2792 4.5429 3.5303  -1.400
C 2.0748 5.3653 4.5881  -0.169
C 2.0643 4.8806 5.8768  -0.816
C 2.1786 3.4855 6.0507  -0.637
C 2.3544 2.6014 4.9604  -0.528
C 2.4719 3.1951 3.7084  0.336
N 2.1298 2.9684 7.3699  1.272
O 2.2120 1.7750 7.4241  -0.523
O 2.0419 3.7719 8.2676  -0.718
H 2.3300 4.9732 2.5480  0.605
H 1.9033 6.4154 4.4461  0.614
H 2.0021 5.5493 6.7128  0.685
H 2.4729 1.5289 5.0662  0.600
H 2.6572 2.5796 2.8389  0.699
C -0.5564 -2.7796 2.1547  -0.434
C -1.1569 -4.0382 2.0832  0.214
C -0.6896 -5.0911 2.8018  -0.429
C 0.3536 -4.8601 3.6805  -0.075
C 0.8743 -3.5958 3.8849  -0.580
C 0.4794 -2.5598 3.0519  0.470
N 0.8228 -5.9727 4.4960  1.234
O 0.4110 -7.0674 4.2311  -0.711
O 1.5155 -5.6690 5.4270  -0.655
H -0.9268 -2.0031 1.4875  -0.212
H -1.9683 -4.2412 1.3936  0.475
H -1.0493 -6.1070 2.6525  0.411
H 1.6878 -3.4259 4.5768  0.287
H 1.0095 -1.6291 3.1721  -0.020
C 1.3600 -0.5876 11.2951  -0.633
C 2.3528 -1.4439 10.9789  -0.629
C 2.5015 -1.8565 9.6733  -0.544
C 1.6635 -1.2815 8.7023  0.004
C 0.6390 -0.4159 8.9783  0.440
C 0.4826 -0.0497 10.3163  -0.699
N 1.8545 -1.6416 7.3053  1.179
O 2.4907 -2.6652 7.0505  -0.622
O 1.3496 -0.9309 6.4949  -0.197
H 1.2946 -0.2162 12.3062  0.388
H 3.0496 -1.8871 11.6785  0.405
H 3.2823 -2.5578 9.3765  0.488
H 0.0960 0.0570 8.1875  0.090
H -0.3702 0.5515 10.6450  0.415
C 2.4845 3.5762 -3.7505  -0.682
C 1.7343 2.8415 -4.7214  -0.501
C 0.4401 2.5338 -4.4577  -0.340
C -0.1486 2.9275 -3.3001  -0.025
C 0.5621 3.6567 -2.3241  -0.287
C 1.9031 3.9501 -2.5705  -1.276
N -1.5769 2.7347 -3.0445  1.067
O -2.1439 2.1736 -3.9272  -0.460
O -2.0611 3.1726 -2.0064  -0.387
H 3.5050 3.7736 -4.0286  0.476
H 2.1625 2.5718 -5.6857  0.496
H -0.0082 1.9828 -5.2632  0.566
H -0.0375 3.8936 -1.4607  0.729
H 2.4806 4.5145 -1.8468  0.596
C 8.0419 4.4203 4.7234  -0.458
C 6.7562 4.9436 4.7151  -0.796
C 5.9087 4.5921 3.6396  -0.086
C 6.3631 3.7541 2.6689  0.236
C 7.6426 3.2214 2.6912  -0.328
C 8.4897 3.5873 3.7145  -0.690
N 5.4926 3.3653 1.6280  1.137
O 4.4329 3.9778 1.5320  -0.587
O 5.8404 2.4406 0.9415  -0.634
H 8.6825 4.7692 5.5355  0.383
H 6.3892 5.5950 5.5011  0.463
H 4.8753 4.9080 3.7219  0.409
H 7.9746 2.4793 1.9710  0.542
H 9.4718 3.1700 3.8064  0.413
C 3.6948 -0.1996 -7.3498  -0.444
C 2.6285 -0.5647 -6.5785  -1.380
C 2.5051 -1.8117 -5.9560  0.611
C 3.5157 -2.6910 -6.2321  -0.051
C 4.5996 -2.3659 -7.0179  -0.630
C 4.7625 -1.0877 -7.5515  -0.625
N 3.4701 -3.9853 -5.5946  0.940
O 4.3428 -4.7497 -5.8954  -0.649
O 2.5469 -4.2254 -4.7814  -0.295
H 3.6064 0.7852 -7.7823  0.433
H 1.8868 0.1976 -6.3988  0.420
H 1.6538 -2.0476 -5.3325  0.651
H 5.4232 -3.0407 -7.1928  0.534
H 5.6842 -0.8375 -8.0568  0.436
C 0.0267 -4.9931 -2.1375  -0.671
C -1.3638 -4.7624 -2.1306  0.078
C -2.1980 -5.4735 -1.3287  -0.194
C -1.6431 -6.4509 -0.5042  -0.737
C -0.2432 -6.6729 -0.4115  -0.611
C 0.5753 -5.9423 -1.2384  -1.036
N -2.5346 -7.2356 0.3882  1.239
O -2.0154 -7.9030 1.2860  -0.649
O -3.7136 -7.1584 0.2062  -0.663
H 0.6279 -4.3592 -2.7787  0.698
H -1.7667 -4.0743 -2.8522  0.742
H -3.2269 -5.1972 -1.4060  0.701
H 0.1650 -7.5074 0.1446  0.509
H 1.6584 -6.0465 -1.1475  0.621
C 0.6520 0.9925 1.2893  0.357
C 1.7543 0.3631 0.7066  -0.222
C 1.5468 -0.2385 -0.5606  -0.295
C 0.3160 -0.1843 -1.1611  -0.995
C -0.7073 0.4693 -0.5497  1.370
C -0.5817 1.1114 0.6939  -0.755
N 0.1826 -0.7197 -2.4545  1.260
O 1.1634 -1.0647 -3.0298  -0.228
O -0.9816 -0.8054 -2.8878  -0.476
H 0.7116 1.3635 2.3055  -0.652
H 2.7611 0.3209 1.0726  0.453
H 2.4224 -0.7123 -0.9911  0.328
H -1.6277 0.6438 -1.0825  -0.445
H -1.4110 1.6872 1.0679  0.060
C -6.7289 4.0320 -4.4354  -0.686
C -5.3653 3.8044 -4.1227  -0.153
C -4.7095 4.7117 -3.3541  0.299
C -5.3901 5.8768 -2.9888  0.162
C -6.7643 6.1048 -3.3598  -0.413
C -7.4386 5.1587 -4.1086  -0.872
N -4.7383 6.8405 -2.2062  0.993
O -5.0651 8.0137 -2.2999  -0.645
O -3.9335 6.4111 -1.4330  -0.513
H -7.2342 3.2996 -5.0382  0.451
H -4.8760 2.9330 -4.5442  0.359
H -3.6766 4.4989 -3.0778  -0.024
H -7.1607 7.0751 -3.1012  0.508
H -8.4597 5.2649 -4.4093  0.473

## Properties
E ... -237708.9607 eV
Kohn-Sham gap ... 8.365 eV
Energy relative to the best compared isomer or geometry (same formula, charge and spin) ... 0.00 kJ/mol

(2)
Here is a 3-piece molecular cluster, C4H17N3O2 overall from the OMol25 dataset. Energies are from wB97M-V/def2-TZVPD.

Last column: Mulliken charge in e.
Atoms and positions in Å:
N -1.2948 -1.4574 0.1002  -0.549
C -0.3732 -1.8985 -0.9804  -0.298
C 1.0961 -1.6337 -0.6414  -0.764
N 1.6373 -0.3358 -1.0235  -0.355
C 1.1780 0.7550 -0.1550  0.287
C 0.8002 2.0107 -0.9484  -1.000
N -0.5242 1.9392 -1.5896  -0.579
H -1.2780 -0.4538 0.2465  0.184
H -2.2417 -1.7011 -0.1561  0.184
H -0.6537 -1.3810 -1.9000  0.238
H -0.5244 -2.9729 -1.0567  0.426
H 1.2518 -1.7574 0.4284  0.271
H 1.6971 -2.3971 -1.1416  0.354
H 1.3919 -0.1069 -1.9803  0.279
H 1.9605 0.9987 0.5695  0.269
H 0.2974 0.5028 0.4120  -0.208
H 1.5172 2.0892 -1.7687  0.424
H 0.7876 2.8537 -0.2734  0.325
H -1.1424 1.3438 -1.0524  0.260
H -0.4517 1.5439 -2.5183  0.294
O -1.3780 1.3942 1.4687  -0.574
H -1.5930 2.2893 1.7463  0.266
H -1.2988 0.8898 2.2947  0.295
O -0.4739 -0.8676 2.9501  -0.701
H -0.7301 -1.2239 2.0726  0.359
H 0.3468 -1.3691 3.0386  0.313

## Properties
E ... -12988.7539 eV
Kohn-Sham gap ... 9.514 eV
Energy relative to the best compared isomer or geometry (same formula, charge and spin) ... 35.86 kJ/mol
SMILES ... NCCNCCN.O.O

(3)
Here is C11H21AlF2NO6S as an isolated structure from the OMol25 dataset. Energies are from wB97M-V/def2-TZVPD.

Last column: Mulliken charge in e.
Atoms and positions in Å:
C -5.2970 -2.6016 -0.8852  -1.060
C -4.2824 -2.4024 0.2911  -0.480
C -3.1027 -1.5193 -0.2439  -0.333
C -3.5600 -0.0248 -0.2827  -0.704
C -2.3830 0.9410 -0.7209  -0.522
Al -3.1598 2.8366 -0.5298  0.422
N -2.0949 4.1870 -1.3730  -0.648
S -3.5119 3.3792 1.7035  -0.516
H -6.0605 -3.3500 -0.6159  0.341
H -4.7423 -2.9470 -1.7768  0.263
H -5.7307 -1.6237 -1.1420  0.273
H -3.9405 -3.3829 0.6688  0.335
H -4.7745 -1.8416 1.1063  0.275
H -2.1799 -1.6289 0.3466  0.257
H -2.8566 -1.7712 -1.2954  0.243
H -4.3708 0.1480 -1.0109  0.194
H -3.8783 0.3225 0.7192  0.198
H -1.5637 0.7386 -0.0092  0.072
H -2.1287 0.6956 -1.7718  0.363
H -4.6272 2.7534 -1.2121  -0.336
H -2.3982 5.0637 -0.9438  0.175
H -2.4746 4.2570 -2.3168  0.178
H -4.6543 2.6865 2.0215  0.046
C 1.8056 2.3212 -0.0506  -0.534
C 3.1466 1.6476 -0.0705  0.400
O 2.8669 0.3817 0.4984  -0.268
C 1.5620 0.1105 0.1941  0.557
O 1.0743 -0.9645 0.2797  -0.509
O 0.9125 1.2218 -0.2205  -0.209
F 4.0481 2.2952 0.7213  -0.316
H 1.5993 2.8138 0.9021  0.250
H 1.6869 3.0464 -0.8534  0.309
H 3.5703 1.5134 -1.0685  0.276
C 6.1654 -1.1295 1.4653  -0.382
C 5.4993 -1.6967 0.2462  0.449
O 6.3435 -2.7841 -0.0959  -0.335
C 6.9005 -3.2127 1.0692  0.571
O 7.4471 -4.2539 1.2066  -0.498
O 6.7432 -2.2951 2.0579  -0.332
F 5.5003 -0.8042 -0.7796  -0.295
H 6.9561 -0.4191 1.2133  0.288
H 5.4616 -0.6490 2.1422  0.232
H 4.4829 -2.0583 0.4159  0.311

## Properties
E ... -48393.4755 eV
Kohn-Sham gap ... 6.648 eV
Net charge ... -1